1.
Molecular formula: C5H6BNO8
Method: DFT, wB97M-V/def2-TZVPD

Energy relative to the best compared isomer or geometry (same formula, charge and spin), eV: 0.000
HOMO, eV: -2.587
Charge: -2
Calculated total energy, eV: -23830.4079
Orbital gap, eV: 6.6655

```
21
C5H6BNO8 wB97M-V/def2-TZVPD
O 7.24 0.79 -1.09
O 8.73 1.60 0.33
H -0.97 0.07 1.23
H -0.66 -3.85 2.25
H -1.31 1.34 -1.24
O -2.72 1.80 0.71
C -3.11 1.69 -0.44
H -2.61 0.38 -2.25
C -1.86 -0.60 -0.55
H 0.16 -0.69 0.17
O 8.99 -0.39 -0.56
O -0.48 -2.91 2.00
C -0.85 -0.73 0.60
O -2.08 -2.81 0.18
O -3.44 -2.08 -1.60
B -1.09 -2.25 0.92
O -4.02 2.14 -1.11
N -2.50 -1.74 -0.85
H 7.30 0.11 -1.79
C 8.42 0.64 -0.36
C -2.13 0.61 -1.25
```

***

2.
Molecular formula: C51H138N10O17
Method: DFT, wB97M-V/def2-TZVPD

HOMO, eV: -8.770
Calculated total energy, eV: -104815.9101
Orbital gap, eV: 9.2427

```
216
C51H138N10O17 wB97M-V/def2-TZVPD
C -2.75 3.35 9.00
C -2.57 -1.56 -3.56
O 1.00 -0.38 -2.33
O -1.95 1.18 9.49
H -4.75 2.08 -3.78
C 0.13 0.70 6.43
H 1.97 -6.88 -0.50
H 5.00 2.53 -6.77
H -2.40 2.78 6.97
H 1.85 -2.26 4.06
H -0.46 -5.68 3.65
H -2.60 -3.84 -4.65
C 2.68 -5.90 -2.31
H -4.28 -0.90 -0.15
H -1.39 -3.75 0.35
C -0.94 2.79 3.74
H 6.32 0.32 -7.07
H 0.81 -4.66 3.37
C 1.14 -1.27 -3.39
H 6.59 1.20 -3.63
H -2.46 2.69 10.96
H 2.52 0.60 -6.34
H 3.57 2.68 -3.48
H 3.48 -3.30 1.25
H -0.06 -1.40 -0.88
C 5.39 0.37 -6.50
H 0.80 8.15 1.02
O -5.90 3.39 0.31
H 6.32 6.48 -5.35
C 3.61 -1.98 3.12
H -0.35 -0.84 -6.39
H -2.12 -6.14 1.94
H 5.96 6.90 -8.71
O 5.23 6.01 -7.01
C 3.89 3.01 -2.49
H 4.67 -2.18 3.28
H 2.16 -1.65 -3.43
C -4.69 -4.04 -3.91
N -0.70 6.71 -1.04
H 4.62 4.06 -5.24
N 2.45 -6.04 -3.72
H -10.58 1.73 3.37
H 7.71 1.07 -4.95
C -0.85 -0.11 1.52
H -3.99 0.41 0.79
C 1.08 0.27 -0.09
H 6.48 2.37 -4.73
H -2.55 -5.09 -2.68
H 4.01 0.41 -2.79
H -9.40 1.47 4.73
C 0.34 -5.54 2.92
H -4.61 0.64 -4.68
C -1.97 2.50 10.01
O 5.69 0.41 -5.16
O 3.74 -0.20 4.90
C -4.48 3.50 0.52
H -0.09 2.95 4.39
H 3.13 -6.78 2.13
C 0.33 6.37 -0.08
H -1.63 -2.10 -3.55
N 2.69 -2.79 3.92
H 4.40 4.72 -1.40
O 1.02 4.51 1.46
N 4.41 1.60 -8.52
H -4.41 -3.53 2.33
H -1.35 1.90 1.19
H -0.92 0.99 8.03
H 3.97 0.73 -8.79
H -0.86 4.67 0.83
C 4.61 0.86 -2.00
O -9.81 -0.11 3.58
C -6.22 -0.14 0.74
H 2.45 -0.28 3.58
C -10.26 1.08 4.18
C -4.86 -2.81 1.65
H 1.03 0.55 1.91
C -0.27 -5.37 1.53
N -2.88 4.68 9.63
H 5.73 -0.73 4.74
H -4.19 3.13 1.50
H -1.75 2.45 4.38
H 2.70 -5.30 2.75
H 0.08 -0.39 6.49
H 3.12 -3.87 -2.54
H -2.40 -2.01 -6.23
N 5.03 5.13 -3.45
H -5.98 0.62 2.54
C -4.69 -0.43 0.74
C -2.09 3.63 7.58
H 2.67 -1.71 1.10
C 2.45 4.49 1.10
H 6.99 7.01 -7.23
N 0.63 -0.11 1.26
H 0.32 6.78 2.01
H 6.42 4.74 -5.93
H -1.55 0.10 -2.70
H -5.52 -3.34 -4.06
H -8.64 1.13 1.23
H -1.23 3.62 3.09
C -0.71 -3.86 1.20
C 4.48 1.60 -7.01
H -1.31 -0.69 9.73
H 0.49 -5.80 0.89
H -5.94 -2.88 1.81
H 5.34 0.16 6.19
H 0.46 1.06 -0.52
C -2.21 -0.04 -3.57
H 2.52 2.42 -6.35
O -0.07 1.25 7.69
H 3.21 -6.64 3.87
H 4.17 0.33 3.08
C 3.54 -0.40 3.58
H 3.30 1.48 -5.17
H 0.98 -0.84 -4.38
H -4.30 -1.59 -4.55
C 1.93 -6.98 -1.58
H -1.00 2.96 10.18
C 5.79 5.60 -5.72
H 2.62 -9.30 -0.16
H -1.12 -0.80 2.31
H 0.11 -3.20 0.92
N -6.56 0.86 1.74
C 0.87 -0.86 -1.07
H 0.22 4.20 -0.48
H -2.40 1.30 2.34
H 1.12 0.93 6.02
H 5.52 0.28 -1.86
C 4.95 -0.59 5.49
H 4.90 -1.58 5.93
H -4.30 4.58 0.57
O -0.45 1.73 2.93
C -8.49 -0.13 3.03
H -6.08 2.49 0.59
C 2.49 -4.43 -1.85
H 3.08 4.07 1.88
H 6.68 5.38 -8.08
H 2.55 3.75 0.31
H -5.09 -5.00 -4.22
H -0.17 -2.58 -6.56
H -0.66 6.02 -1.79
C -3.60 -3.43 -4.84
H 1.44 -6.00 -3.80
H -1.81 0.01 11.23
H -6.81 -1.01 1.02
C 3.45 -2.27 1.62
H 4.87 -0.54 -6.83
H -1.99 5.16 9.61
C 0.09 7.32 1.09
H 1.64 -1.56 -0.75
H -1.73 0.19 -4.52
H -2.99 4.54 10.63
O -4.28 -3.89 -2.55
H -0.57 7.59 -1.52
H -11.07 0.81 4.85
O 2.48 -8.28 -1.86
H 2.87 -4.33 -0.84
H -3.99 -3.66 -5.83
H 1.47 -4.06 -2.03
H 3.16 5.11 -2.34
H -3.07 -4.63 -1.13
H 1.32 6.41 -0.53
H -7.86 -0.23 3.92
H -3.93 -5.93 -1.94
C 6.33 6.38 -7.83
H -3.17 -1.75 -2.67
H 2.96 2.70 -2.01
C -0.58 -1.69 -7.03
O 5.02 2.22 -2.09
H -1.38 -3.55 2.00
H -0.29 0.50 10.49
C 2.63 -6.35 3.00
H -0.22 -1.55 -8.05
O -4.29 -1.52 1.68
C -1.36 1.21 2.04
H -0.92 7.71 1.15
H -1.38 -0.43 0.62
O -3.29 0.76 -3.04
H 0.49 -2.13 -3.25
N -3.37 -1.92 -4.74
H 2.83 5.51 0.99
H -3.38 1.83 -4.91
C 6.67 1.30 -4.71
H 4.28 -1.74 1.15
H -6.51 0.29 -0.22
H -3.78 3.09 -0.21
H -2.33 4.56 7.08
O 1.25 -6.65 3.07
H 3.74 5.62 -4.98
H 4.10 0.75 -1.04
H 0.89 -9.06 -0.64
C 1.91 -9.24 -0.99
H -0.63 1.01 5.72
O -1.98 -1.83 -7.07
H -4.56 -3.13 0.65
C 0.10 4.90 0.35
H 0.86 -6.81 -1.69
C -3.46 -4.96 -2.10
H 3.75 2.33 -8.76
N -1.29 -6.34 1.39
H -8.00 2.00 2.52
H -0.90 -7.26 1.54
C -1.33 0.25 10.29
H 3.10 -2.85 4.85
C 4.67 5.07 -4.84
H 2.74 -6.96 -4.02
C 4.09 4.54 -2.43
H 2.10 0.66 -0.11
H -8.50 -1.03 2.42
H -1.01 3.49 7.49
C -4.00 1.37 -4.14
H 5.76 4.43 -3.40
C 3.11 1.51 -6.25
H 3.72 -6.18 -2.14
C -7.97 1.00 2.08
H -3.71 2.83 8.99
H 1.91 -10.26 -1.37
```

***

3.
Molecular formula: C37H28N9O3Y
Method: DFT, wB97M-V/def2-TZVPD

Energy relative to the best compared isomer or geometry (same formula, charge and spin), eV: 0.000
HOMO (spin up / spin down), eV: -6.492 / -6.371
Calculated total energy, eV: -59428.0170
Orbital gap (spin up / spin down), eV: 5.1034 / 4.9519

```
78
C37H28N9O3Y wB97M-V/def2-TZVPD
H -3.03 -3.02 -2.08
H -5.18 0.75 -2.78
C 6.47 -0.09 -0.50
H -2.51 -4.14 0.15
C 2.82 0.84 -0.97
H 1.63 4.32 -6.33
H -2.94 -1.93 -0.71
C -2.79 0.67 0.96
H -1.69 -1.15 -2.66
H -1.53 1.85 7.28
C 4.10 0.28 0.84
C 4.17 0.48 -0.54
H 7.42 -0.25 -1.01
H 0.93 1.77 7.40
C 1.26 1.46 -2.60
C 0.44 1.57 6.45
C -6.49 0.13 0.31
C 0.92 2.29 -3.75
O 0.44 -3.79 0.46
H 2.79 2.98 -4.58
C -5.24 0.60 -1.71
C -1.63 1.38 5.19
C -2.70 0.95 -1.24
H 7.29 -0.59 1.42
C 3.53 -3.48 -1.43
C 2.57 -2.43 -1.93
H -2.71 1.41 5.13
H -2.21 3.12 -4.82
H 3.00 -4.32 -0.99
C -0.61 -3.16 0.35
C 1.20 1.29 5.33
H 1.89 -2.84 -2.68
C -1.22 0.80 2.69
H 2.28 1.25 5.37
C -2.35 -2.60 -1.34
C -1.74 -3.70 -0.50
H 4.19 -3.05 -0.67
C -4.16 0.51 0.46
C -6.43 0.31 -1.08
H 1.54 -2.62 -0.26
O -0.81 -1.98 0.84
N -0.08 0.62 1.97
C 1.06 3.75 -5.61
C 5.36 0.30 -1.23
C 2.71 0.54 1.22
N -1.28 -1.78 -1.98
C 1.71 3.01 -4.64
H 5.15 -0.25 2.64
C -0.87 1.09 4.08
C 0.52 1.04 4.14
H -5.40 0.10 2.17
N 2.28 0.57 2.47
N -2.26 1.33 -2.43
H -0.83 4.38 -6.45
N -1.96 0.86 -0.10
H 5.40 0.46 -2.30
H -1.33 -4.50 -1.12
C -1.13 3.08 -4.78
C -5.36 0.23 1.10
C -4.10 0.69 -0.92
C 5.21 -0.10 1.57
H -7.34 0.22 -1.66
N 2.51 1.21 -2.20
H -7.45 -0.10 0.78
N 1.98 0.81 0.11
C 0.99 0.73 2.79
N -2.47 0.71 2.25
C -0.35 3.79 -5.68
Y -0.01 -0.22 -0.13
H -0.66 -2.39 -2.50
C 6.40 -0.29 0.88
N 0.11 1.02 -2.02
C -0.47 2.33 -3.81
H 4.15 -3.85 -2.25
O 1.81 -1.88 -0.85
H 3.11 -1.60 -2.39
C -0.96 1.52 -2.71
C -0.96 1.62 6.38
```

***

4.
Molecular formula: C2H7N5
Method: DFT, wB97M-V/def2-TZVPD

Energy relative to the best compared isomer or geometry (same formula, charge and spin), eV: 3.783
Structure (SMILES): [H]/N=C\N(N)/C(N)=N/[H]
HOMO, eV: -8.922
Calculated total energy, eV: -9634.2560
Orbital gap, eV: 9.5947

```
14
C2H7N5 wB97M-V/def2-TZVPD
H -2.32 1.88 -0.23
N 0.26 2.05 0.38
H 2.15 0.22 -0.75
N -0.63 -1.49 0.42
H -0.11 3.02 -0.05
H -1.02 -1.19 1.34
N -2.02 0.98 -0.13
H 0.87 2.23 1.08
C -0.67 0.96 0.05
H -1.34 -1.93 -0.44
N 0.11 -0.27 0.04
N 1.79 -1.82 -0.42
H 0.93 -2.27 0.05
C 1.39 -0.64 -0.55
```

***

5.
Molecular formula: C25H19FN6O6Y
Method: DFT, wB97M-V/def2-TZVPD

Energy relative to the best compared isomer or geometry (same formula, charge and spin), eV: 0.000
HOMO, eV: -4.375
Charge: -1
Calculated total energy, eV: -51226.8902
Orbital gap, eV: 6.4907

```
58
C25H19FN6O6Y wB97M-V/def2-TZVPD
H -1.87 -2.56 1.14
C -4.30 4.34 -0.19
Y -0.60 0.19 0.28
H -4.62 5.21 1.73
C 4.45 -3.63 -1.02
H -0.56 -2.77 -1.87
C -1.17 -2.30 -3.84
C 2.35 -0.76 -1.91
N -1.06 -0.76 -2.07
C -1.46 0.23 -2.89
N 2.60 -3.46 0.45
C 2.36 0.28 -0.72
C 3.82 -4.07 0.20
H 1.55 -1.61 2.35
H -2.09 -1.40 2.43
H 2.99 -1.32 4.34
H -1.83 -1.60 -5.71
C -0.61 2.36 2.70
C 1.47 -0.73 2.94
H -3.05 -1.25 0.90
N -1.96 1.61 -0.98
C -3.50 3.49 -0.95
O -0.69 3.39 3.42
C 3.96 -2.63 -1.72
O -2.01 2.50 -3.13
H 3.11 -0.44 -2.66
H -3.50 3.47 -2.01
H -5.02 4.97 -0.70
O 4.34 -4.86 0.98
N 0.54 0.16 2.49
H 2.09 -3.70 1.29
H -2.93 3.81 2.86
C -2.53 2.67 -0.33
H 1.38 -0.82 -2.41
H -2.06 0.76 -4.90
N 2.76 -2.04 -1.38
O 1.31 0.95 -0.66
O 3.34 0.30 -0.05
O 1.01 -1.97 0.07
C -1.83 1.59 -2.32
H 2.60 0.73 5.73
H -1.11 -3.34 -4.16
C -1.52 -1.30 -4.71
C -2.27 2.84 1.05
N -1.25 2.04 1.59
C 2.09 -2.38 -0.32
C -0.89 -2.01 -2.52
C 1.20 1.62 4.29
F 5.58 -4.21 -1.32
C -3.07 3.70 1.78
C -1.69 -0.03 -4.22
C -2.04 -1.51 1.31
C -4.04 4.44 1.17
C 2.22 -0.57 4.08
H 1.04 2.58 4.77
H 4.48 -2.23 -2.61
C 2.06 0.66 4.78
C 0.42 1.35 3.12
```

***

6.
Molecular formula: BH30O13
Method: DFT, wB97M-V/def2-TZVPD

Energy relative to the best compared isomer or geometry (same formula, charge and spin), eV: 0.000
HOMO, eV: -7.183
Charge: -1
Calculated total energy, eV: -27782.9024
Orbital gap, eV: 9.6141

```
44
BH30O13 wB97M-V/def2-TZVPD
H 0.87 1.07 -2.28
O -2.66 -1.65 -1.20
H -2.98 -2.03 -0.42
O 3.74 -0.07 -1.40
O 0.15 -3.47 1.18
H 3.31 3.74 -1.25
O 3.03 2.83 -0.98
H -3.74 0.69 2.21
H -1.63 -2.97 0.77
H 0.16 -0.73 -1.38
H -3.73 0.09 -0.96
O 1.10 -1.08 2.97
H -0.26 3.02 1.30
H -0.25 -0.61 0.63
O -0.80 -3.71 -1.70
H 0.98 -1.39 3.86
O 3.35 -0.51 1.47
H 0.17 -3.72 0.25
H 0.14 1.54 1.11
O 0.24 3.90 -1.24
H -2.72 1.30 -1.01
H 2.27 3.06 -0.45
H -0.90 0.86 -0.62
O 0.03 2.24 1.72
H -0.17 3.11 -1.69
O 1.28 1.76 -2.82
H -2.33 0.18 1.53
H 2.01 2.06 -2.25
H -0.20 -3.28 -2.31
H -2.71 -2.06 1.72
H 3.38 -0.08 -0.52
H -1.87 -1.16 -1.00
H 4.01 0.78 -1.63
O -2.52 -2.91 1.22
H 0.66 -2.66 1.21
H 2.53 -0.76 1.92
H -1.42 -3.03 -1.45
O -3.65 1.04 -1.16
H 3.50 0.40 1.66
H 0.25 -0.75 2.58
H 1.09 0.58 -0.16
B 0.01 0.03 -0.39
O -3.27 -0.07 1.81
H -0.48 4.41 -0.86
```

***

7.
Molecular formula: C6H12O2
Method: DFT, wB97M-V/def2-TZVPD

Energy relative to the best compared isomer or geometry (same formula, charge and spin), eV: 6.155
Structure (SMILES): C=C=C(C)C.COO
HOMO, eV: -8.038
Calculated total energy, eV: -10506.1523
Orbital gap, eV: 8.9148

```
20
C6H12O2 wB97M-V/def2-TZVPD
H -1.88 0.80 -2.09
H 2.55 2.34 0.15
C -1.52 0.11 0.65
C -1.84 0.66 1.79
C -1.19 -0.45 -0.48
O 2.53 0.33 -0.24
O 2.16 -0.87 0.49
H -2.68 0.30 2.36
C -1.09 -1.94 -0.62
C 2.21 1.42 0.62
H -0.72 -2.39 0.31
H 2.71 1.30 1.58
H -0.24 1.18 -1.52
H -0.52 -0.24 -2.53
H -1.23 1.46 2.20
H -2.07 -2.37 -0.84
H 1.13 1.47 0.76
C -0.95 0.36 -1.72
H 3.05 -1.25 0.54
H -0.40 -2.22 -1.42
```